No. 1
Density functional theory data (ωB97M-V with the def2-TZVPD basis set) for a molecular structure, C18H28N4O6PSbSe4TeZn.

XYZ file:
```
64
C18H28N4O6PSbSe4TeZn | OMol25 | ωB97M-V with the def2-TZVPD basis set
Zn 0.1186 0.1553 -0.5245
O 1.6295 1.7489 6.2180
C 0.6640 2.4214 5.4118
C 0.4471 1.6869 4.1207
C -0.7843 1.7484 3.4800
C -0.9203 1.1717 2.2343
N 0.0857 0.5449 1.6227
C 1.2712 0.4823 2.2294
C 1.4840 1.0327 3.4885
C 2.3655 -0.1648 1.4562
C 3.6095 -0.4429 1.9993
C 4.6165 -0.9316 1.1748
C 5.9641 -1.2450 1.7593
O 5.9534 -2.4667 2.5099
C 4.3354 -1.1152 -0.1668
C 3.0484 -0.8694 -0.6202
N 2.0844 -0.4401 0.1811
H 2.0166 2.3910 6.8170
H 1.0125 3.4313 5.1680
H -0.2872 2.5126 5.9465
H -1.6277 2.2608 3.9260
H -1.8474 1.2185 1.6831
H 2.4599 1.0090 3.9468
H 3.8191 -0.2295 3.0392
H 6.2873 -0.4231 2.4070
H 6.7023 -1.3666 0.9669
H 5.0529 -2.5947 2.8257
H 5.0952 -1.4234 -0.8727
H 2.7811 -1.0009 -1.6617
Se 4.0346 0.9122 -3.3835
Sb 1.6857 1.5670 -3.4051
Se 0.2982 -0.5638 -2.8891
Se 0.9603 2.5641 -1.0128
Se 2.7376 3.0279 0.4301
C -2.9721 1.4328 -4.5621
C -2.7920 1.7418 -3.0965
O -3.4825 0.7219 -2.3439
P -3.3589 0.7038 -0.7410
O -2.0445 0.1404 -0.2932
Te -4.0681 2.7340 0.2287
O -4.4143 -0.4880 -0.4561
C -5.7680 -0.3565 -0.8804
C -6.6293 -1.2155 0.0189
H -2.4904 2.2082 -5.1611
H -4.0336 1.3929 -4.8197
H -2.5051 0.4785 -4.8001
H -3.2149 2.7097 -2.8225
H -1.7317 1.7249 -2.8348
H -5.8403 -0.6741 -1.9243
H -6.0709 0.6930 -0.8182
H -6.2963 -2.2540 -0.0089
H -7.6726 -1.1726 -0.3030
H -6.5654 -0.8598 1.0476
C 1.4763 -3.8323 -1.3346
N 0.0390 -3.7711 -1.5335
C -0.7019 -2.9263 -0.7398
N -1.9821 -2.6714 -1.1923
O -0.2900 -2.4921 0.3293
H 1.8470 -4.8196 -1.6169
H 1.6832 -3.6608 -0.2810
H 1.9887 -3.0668 -1.9223
H -0.2466 -3.7749 -2.4999
H -2.0499 -2.5570 -2.1951
H -2.3490 -1.8541 -0.7149
```

Output
HOMO-LUMO gap ... 0.17542 Ha
LUMO level ... 3.8 eV
Total charge ... -2

Mulliken population analysis, charges in e, atoms 1 to 2: 2.268 -0.526

---

No. 2
Density functional theory data (ωB97M-V with the def2-TZVPD basis set) for a single C18H28N6O4 molecule in a non-equilibrium geometry.

XYZ file:
```
56
C18H28N6O4 | OMol25 | ωB97M-V with the def2-TZVPD basis set
C -0.3913 1.0692 5.6416
C -0.8380 1.5093 4.2528
C 0.1907 2.3905 3.5423
C 1.4380 1.6347 3.0673
N 1.1328 0.6249 2.0832
C 0.8185 0.7791 0.7759
N 0.5316 -0.3706 0.1876
C 0.6634 -1.3100 1.1454
C 1.0429 -0.7265 2.3460
C 1.3394 -1.5156 3.5016
O 1.7566 -1.1536 4.5842
N 1.0996 -2.8615 3.2332
C 0.6928 -3.4848 2.0650
O 0.5481 -4.6837 2.0082
N 0.4743 -2.6494 0.9926
C 0.0776 -3.1871 -0.2897
H -0.0945 -4.2540 -0.1646
H -0.8317 -2.6917 -0.6282
H 0.8667 -3.0186 -1.0232
H 1.2783 -3.4989 4.0016
C 0.8588 2.1013 0.0643
N 0.3097 2.1243 -1.2700
C -1.1059 1.7877 -1.3085
C -1.6510 2.0546 -2.7117
N -0.8922 1.2945 -3.6797
C -1.3962 0.1207 -4.1313
O -2.5460 -0.2238 -3.9836
O -0.4800 -0.5930 -4.8292
C -0.9428 -1.8274 -5.3710
C -0.9428 -2.9347 -4.3257
H -1.6510 -2.6931 -3.5374
H 0.0486 -3.0453 -3.8926
H -1.2364 -3.8729 -4.7874
H -0.2504 -2.0532 -6.1849
H -1.9530 -1.6868 -5.7686
C 0.5194 1.5978 -3.6355
H 1.0452 0.9931 -4.3719
C 1.0604 1.3274 -2.2300
H 2.1104 1.6245 -2.1783
H 0.9806 0.2535 -2.0109
H 0.6416 2.6584 -3.8768
H -2.6963 1.7529 -2.7808
H -1.5524 3.1164 -2.9543
H -1.6320 2.4161 -0.5859
H -1.2768 0.7313 -1.0536
H 1.9057 2.4260 0.0047
H 0.3177 2.8466 0.6560
H 2.1516 2.3422 2.6341
H 1.9067 1.1264 3.9115
H -0.2878 2.8704 2.6858
H 0.5203 3.1783 4.2218
H -1.0537 0.6307 3.6402
H -1.7665 2.0786 4.3423
H -1.1923 0.5223 6.1332
H 0.4764 0.4180 5.5905
H -0.1434 1.9345 6.2526
```

Output
HOMO-LUMO gap ... 0.33282 Ha
SMILES string ... CCCCn1c(CN2CCN(C(=O)OCC)CC2)nc2c1c(=O)[nH]c(=O)n2C
LUMO level ... 0.6 eV
Total charge ... 0

Mulliken population analysis, charges in e, atoms 1 to 2: -1.258 -0.363

---

No. 3
Density functional theory data (ωB97M-V with the def2-TZVPD basis set) for a molecular structure, C18H28NaO18 in a non-equilibrium geometry.

XYZ file:
```
65
C18H28NaO18 | OMol25 | ωB97M-V with the def2-TZVPD basis set
Na 0.4121 -0.3310 -0.3222
C 2.0871 4.3947 7.0600
C 1.7867 5.2601 5.8795
O 1.3410 4.3993 4.8062
C 1.3616 3.1172 5.2247
O 0.9323 2.1937 4.5281
O 1.9555 3.0876 6.4503
H 1.3690 4.4437 7.8785
H 3.0459 4.5834 7.5430
H 2.5640 5.8885 5.4448
H 0.9878 5.9946 5.9805
C -1.6900 -6.2653 -5.1640
C -0.2356 -5.9349 -5.4356
O -0.0756 -4.6466 -4.9829
C -1.2461 -4.0902 -4.6703
O -1.3218 -2.9042 -4.3463
O -2.1854 -4.9709 -4.8292
H -1.7408 -7.0631 -4.4231
H -2.1946 -6.6285 -6.0593
H -0.0287 -6.0312 -6.5015
H 0.3574 -6.7232 -4.9719
C -7.7107 -5.4217 0.2748
C -6.8858 -6.6143 0.7529
O -5.9344 -5.9426 1.4567
C -5.6815 -4.8101 0.8738
O -4.6247 -4.1721 0.9342
O -6.7959 -4.4351 0.1068
H -8.4966 -5.1570 0.9822
H -8.1609 -5.7071 -0.6759
H -6.4860 -7.2235 -0.0578
H -7.4266 -7.3427 1.3571
C 6.2325 6.6337 -1.8584
C 5.1521 7.4751 -2.5260
O 4.0999 6.5668 -2.5457
C 4.5086 5.3184 -2.1327
O 3.8360 4.2700 -2.3080
O 5.7852 5.2771 -1.9162
H 6.3256 6.9703 -0.8259
H 7.1550 6.5718 -2.4358
H 5.3167 7.6192 -3.5938
H 4.8849 8.4113 -2.0360
C 5.6961 -2.1046 1.1516
O 5.5236 -3.4381 1.5705
C 4.5169 -4.2351 1.1161
O 3.6100 -3.7954 0.3734
O 4.6444 -5.4677 1.5772
C 3.7787 -6.4644 1.1472
H 4.7297 -1.7608 0.7831
H 6.2985 -2.1006 0.2432
H 6.1452 -1.3820 1.8330
H 3.1360 -6.2006 0.3073
H 3.0947 -6.5653 1.9898
H 4.2963 -7.3932 0.9076
C -3.3095 5.7682 -2.5000
O -4.0641 5.5826 -1.2885
C -3.9524 4.4569 -0.5369
O -3.0515 3.6040 -0.6611
O -4.8304 4.5597 0.4439
C -4.9120 3.5704 1.5058
H -3.8860 6.3732 -3.1998
H -3.0202 4.8369 -2.9869
H -2.3644 6.2783 -2.3134
H -4.8365 2.4953 1.3431
H -5.7897 3.6019 2.1513
H -4.0286 3.7194 2.1267
```

Output
HOMO-LUMO gap ... 0.29984 Ha
LUMO level ... -4.2 eV
Total charge ... +1

Mulliken population analysis, charges in e, atoms 1 to 2: 1.002 -0.148

---

No. 4
Density functional theory data (ωB97M-V with the def2-TZVPD basis set) for a molecular structure, C18H29ClI2NP2RhS in a non-equilibrium geometry.

XYZ file:
```
55
C18H29ClI2NP2RhS | OMol25 | ωB97M-V with the def2-TZVPD basis set
I 3.8458 0.4922 1.6499
I 3.6529 -1.8905 0.9224
Rh -0.0249 -0.0988 -2.2023
P -2.3520 0.1634 -2.5153
C -3.3867 0.3045 -1.0537
C -2.7169 1.6202 -3.4828
H -3.7884 1.6550 -3.7078
H -4.0316 -1.1774 -3.5673
H -2.1534 1.5947 -4.4178
H -2.4319 -1.4017 -4.3224
H -2.8872 0.8404 -0.2586
H -2.4308 2.5205 -2.9475
C -2.9604 -1.2758 -3.3770
H -4.3156 0.8150 -1.3212
H -2.7776 -2.1829 -2.8002
H -3.6191 -0.6903 -0.6630
P 2.1343 -0.0585 -2.8354
C 3.6178 0.1409 -1.7615
C 2.8100 -1.4317 -3.8020
H 1.8405 1.4985 -4.5295
H 3.5122 1.6971 -3.7958
H 2.0509 2.3041 -2.9345
C 2.4377 1.5393 -3.6130
H 2.2406 -1.4349 -4.7332
H 3.8922 -1.3637 -4.0106
H 4.6217 0.0925 -2.2012
H 3.5764 -0.7764 -1.1080
H 2.6069 -2.3823 -3.3135
H 3.6133 1.0267 -1.0621
Cl -0.1835 -0.1671 -4.6188
N -0.2450 -0.5792 -0.0422
S 0.4148 -0.1241 1.4049
C -0.5067 1.1512 2.2179
C 0.2515 2.2583 2.6171
C -0.3935 3.3940 3.0479
C -1.7516 3.3848 3.3341
C -2.4517 2.2129 3.1316
C -1.8587 1.1157 2.5410
C 0.6026 -1.3177 2.7779
C 0.0597 -1.0693 4.0629
C 0.1349 -2.0290 5.0962
C 0.5190 -3.3528 4.7627
C 1.0937 -3.5586 3.5111
C 1.4314 -2.4488 2.7458
H -0.9735 -1.2417 0.2611
H 1.3489 2.2677 2.6196
H 0.1756 4.3214 3.2559
H -2.2723 4.2551 3.7406
H -3.4895 2.1148 3.4438
H -2.3902 0.1907 2.3442
H -0.3460 -0.0970 4.2841
H -0.1494 -1.7689 6.1004
H 0.4433 -4.1611 5.4693
H 1.3912 -4.5279 3.0984
H 2.5685 -2.3632 2.5577
```

Output
Expectation value of S² ... 6.022
HOMO-LUMO gap (spin up / spin down) ... 0.22942 / 0.15254 Ha
LUMO level (spin up / spin down) ... -7.0 / -9.8 eV
Total charge ... +2
Multiplicity ... 5

Mulliken population analysis, charges in e, atoms 1 to 2: 0.319 0.119

---

Short version: energy relative to the best compared isomer or geometry (same formula, charge and spin) = 41.2, 0.0, 127.9, 1.2 kcal/mol, in the order given.